Record 1
44
Properties=species:S:1:pos:R:3:nbo_charge:R:1 method="wB97M-V/def2-TZVPD" mol_weight_da=355.369 smiles="Cc1ccc(OCc2cc(C(=O)NCc3cc(F)ccc3C)no2)cn1" homo_ev=-8.9 gap_ha=0.350
C 4.5361 4.0779 0.3082 -0.641
C 4.5162 2.6086 0.0253 0.193
C 5.1576 2.0722 -1.0929 -0.229
C 5.1135 0.7114 -1.3027 -0.206
C 4.4266 -0.0941 -0.3913 0.244
O 4.4312 -1.4375 -0.6457 -0.478
C 3.7390 -2.2942 0.2283 -0.112
C 2.2530 -2.1119 0.1937 0.282
C 1.3075 -2.1000 1.1812 -0.317
C 0.0927 -1.9169 0.4762 0.041
C -1.2743 -1.8292 1.0527 0.649
O -1.4828 -1.8704 2.2482 -0.608
N -2.2320 -1.7326 0.1099 -0.593
C -3.6314 -1.5513 0.4363 -0.253
C -4.1057 -0.1853 0.0066 -0.020
C -3.9440 0.8743 0.8890 -0.260
C -4.3329 2.1438 0.5095 0.393
F -4.1754 3.1668 1.3752 -0.324
C -4.8823 2.3907 -0.7340 -0.274
C -5.0326 1.3296 -1.6076 -0.189
C -4.6473 0.0397 -1.2621 -0.022
C -4.8299 -1.0779 -2.2465 -0.632
N 0.3244 -1.8259 -0.8130 -0.116
O 1.6513 -1.9481 -0.9945 -0.249
C 3.8151 0.5331 0.6880 -0.052
N 3.8656 1.8400 0.8820 -0.411
H 3.9579 4.2814 1.2041 0.235
H 4.1121 4.6314 -0.5278 0.218
H 5.5591 4.4203 0.4563 0.218
H 5.6809 2.7175 -1.7820 0.216
H 5.5940 0.2478 -2.1502 0.227
H 3.9877 -3.3014 -0.1260 0.223
H 4.0885 -2.1860 1.2634 0.200
H 1.4279 -2.2017 2.2379 0.254
H -1.9357 -1.6436 -0.8504 0.414
H -4.2196 -2.3419 -0.0371 0.206
H -3.7035 -1.6535 1.5221 0.246
H -3.5156 0.7133 1.8661 0.235
H -5.1806 3.3908 -1.0049 0.230
H -5.4578 1.5101 -2.5839 0.211
H -5.5434 -1.8097 -1.8687 0.219
H -3.8897 -1.5912 -2.4395 0.210
H -5.2085 -0.6923 -3.1894 0.221
H 3.2573 -0.0126 1.4367 0.198

Record 2
56
Properties=species:S:1:pos:R:3:nbo_charge:R:1 method="wB97M-V/def2-TZVPD" s2=3.756 mol_weight_da=576.326 multiplicity=4 charge=-1 homo_ev="-5.1 / -6.8" gap_ha="0.268 / 0.328"
V 0.8959 0.1955 -0.8883 1.330
O 4.5997 4.5743 -0.8706 -0.680
C 5.2970 3.4692 -1.0755 0.785
O 6.5040 3.4546 -1.0985 -0.613
C 4.5180 2.2201 -1.2876 -0.256
C 5.0916 0.9954 -1.5702 0.029
N 4.0888 0.1065 -1.6650 -0.303
N 2.8961 0.6832 -1.4762 -0.315
C 3.1395 1.9579 -1.2288 0.069
C 1.9314 2.8501 -1.0077 0.791
O 2.1070 4.0684 -0.8911 -0.659
O 0.8139 2.2354 -1.0240 -0.745
H 3.6098 4.3998 -0.8848 0.505
H 6.1224 0.7274 -1.6958 0.239
H 4.1239 -0.8846 -1.8754 0.425
C -3.8188 1.0952 -3.3377 -0.617
C -4.0338 -0.3334 -2.8594 -0.364
C -3.3862 -0.6320 -1.5053 -0.267
C -3.6689 -2.1075 -1.1301 -0.364
C -3.1469 -2.5708 0.2204 -0.622
C -4.0111 0.2412 -0.4419 0.720
O -5.1995 0.4869 -0.4122 -0.620
N -3.1723 0.6929 0.5281 -0.659
C -1.7809 0.5241 0.5620 0.800
O -1.1873 0.8850 1.5615 -0.652
N -1.1656 -0.0151 -0.5197 -0.777
C -1.8655 -0.4872 -1.5834 0.692
O -1.2855 -0.8581 -2.5908 -0.638
H -4.2593 1.2463 -4.3227 0.205
H -2.7564 1.3279 -3.4150 0.215
H -4.2813 1.8113 -2.6599 0.208
H -3.6071 -1.0344 -3.5806 0.221
H -5.1013 -0.5390 -2.7665 0.214
H -3.2157 -2.7068 -1.9234 0.220
H -4.7530 -2.2408 -1.1850 0.209
H -2.0651 -2.4519 0.3003 0.225
H -3.3663 -3.6292 0.3538 0.213
H -3.6136 -2.0317 1.0459 0.204
H -3.5776 1.2155 1.2967 0.423
F -0.4522 -1.9026 5.4391 -0.305
C 0.2868 -1.2596 4.5178 0.234
C 0.9938 -1.9151 3.5937 -0.012
N 1.7608 -1.2475 2.6600 -0.410
C 2.5090 -2.0231 1.6743 -0.315
C 1.5949 -2.5198 0.5460 0.774
O 1.1827 -3.6683 0.5491 -0.652
O 1.3847 -1.6461 -0.3597 -0.813
C 1.7491 0.1245 2.5675 0.809
O 2.3403 0.7477 1.7065 -0.643
N 1.0530 0.7656 3.5735 -0.612
C 0.2812 0.2040 4.5741 0.607
O -0.3062 0.8695 5.3908 -0.577
H 0.9960 -2.9934 3.5220 0.241
H 2.9361 -2.8896 2.1833 0.209
H 3.2984 -1.3614 1.3078 0.238
H 0.9716 1.7735 3.4582 0.441

Record 3
50
Properties=species:S:1:pos:R:3:nbo_charge:R:1 method="wB97M-V/def2-TZVPD" s2=6.004 mol_weight_da=623.455 multiplicity=5 charge=-1 homo_ev="-4.9 / -4.9" gap_ha="0.268 / 0.268"
Ho 0.2816 0.0615 -0.1531 1.794
N -1.6509 3.7227 -1.2002 -0.794
C -0.8494 2.6889 -1.5771 0.321
S -1.5754 1.2188 -2.0961 -0.344
N 0.4400 2.9661 -1.6670 -0.440
N 1.2571 1.9171 -1.5871 -0.235
C 2.4651 2.0440 -1.9808 -0.017
C 3.4062 0.9918 -1.6231 0.192
C 4.7360 1.0294 -2.0389 -0.251
C 5.6136 0.0644 -1.5817 -0.159
C 5.1543 -0.8949 -0.6924 -0.283
C 3.8153 -0.8645 -0.3361 0.081
N 2.9503 0.0234 -0.8146 -0.445
H -2.5663 3.4307 -0.9033 0.396
H -1.1981 4.3939 -0.5966 0.392
H 2.8091 2.9483 -2.4735 0.180
H 5.0677 1.8215 -2.6981 0.213
H 6.6480 0.0652 -1.9026 0.209
H 5.8107 -1.6507 -0.2831 0.217
H 3.4151 -1.5837 0.3683 0.218
C -3.2692 -1.1341 0.0856 -0.242
N -1.8651 -1.4425 -0.2062 -0.502
C -1.5292 -2.6773 -0.1535 0.170
C -0.2258 -3.1357 -0.5106 -0.027
C 0.2136 -4.4487 -0.6612 -0.258
C 1.5032 -4.3685 -1.1994 -0.357
C 1.7762 -3.0076 -1.3293 -0.037
N 0.7457 -2.2447 -0.9082 -0.609
C -3.4647 -0.0533 1.1244 -0.049
C -4.0102 1.1761 0.7761 -0.199
C -4.1537 2.1761 1.7287 -0.225
C -3.7357 1.9583 3.0316 -0.214
C -3.1916 0.7314 3.3872 -0.204
C -3.0655 -0.2702 2.4378 -0.140
H -3.7740 -2.0472 0.4199 0.174
H -3.7307 -0.8006 -0.8462 0.207
H -2.2685 -3.4426 0.1016 0.156
H -0.3498 -5.3408 -0.4228 0.201
H 2.1548 -5.1856 -1.4704 0.203
H 2.6640 -2.5626 -1.7506 0.188
H -4.3080 1.3450 -0.2520 0.212
H -4.5692 3.1377 1.4487 0.198
H -3.8078 2.7499 3.7677 0.203
H -2.8360 0.5687 4.3962 0.212
H -2.6069 -1.2162 2.7036 0.210
O 0.0000 -0.4008 2.0124 -1.033
S 0.3396 1.0674 2.1140 2.529
O 1.7028 1.1539 1.5252 -1.005
O -0.5488 1.6966 1.0617 -1.040
O 0.1802 1.6241 3.4251 -0.966

Record 4
49
Properties=species:S:1:pos:R:3:nbo_charge:R:1 method="wB97M-V/def2-TZVPD" s2=2.021 mol_weight_da=643.956 multiplicity=3 charge=+1 homo_ev="-9.1 / -10.1" gap_ha="0.152 / 0.113"
Au -0.1921 0.1030 -0.0807 1.045
N 3.7085 -1.4821 -0.1279 -0.481
C 4.7139 -0.5208 0.1576 0.188
C 6.0716 -0.9405 0.2387 -0.233
C 7.0830 0.0080 0.3953 -0.114
C 6.7874 1.3801 0.4890 -0.176
C 5.4819 1.7510 0.4098 -0.170
C 4.3808 0.8623 0.3012 -0.286
S 2.8462 1.4877 -0.0231 0.896
N 1.9092 0.0303 -0.2078 -0.690
C 2.4374 -1.1772 -0.3558 0.442
C 1.3933 -2.2320 -0.5983 0.085
C 1.6538 -3.5586 -0.6309 -0.197
C 0.6356 -4.5145 -0.7625 -0.132
C -0.6444 -4.0295 -1.1247 -0.193
C -0.8768 -2.6532 -1.1269 0.098
N 0.1138 -1.7881 -0.8295 -0.502
H 4.0517 -2.3858 -0.4459 0.440
H 6.3664 -1.9948 0.2620 0.248
H 8.1101 -0.3613 0.4377 0.250
H 7.5776 2.1544 0.5574 0.262
H 5.2270 2.7848 0.5064 0.239
H 2.6870 -3.9201 -0.4648 0.210
H 0.8766 -5.5785 -0.6089 0.253
H -1.6019 -4.5837 -1.1232 0.260
H -1.8621 -2.2480 -1.3889 0.244
O -1.8379 -3.1108 1.4698 -0.932
S -2.6698 -1.9378 1.1825 1.354
N -2.1632 -0.6064 0.6042 -1.080
Cl -5.3775 5.1097 -0.9786 0.016
C -4.0130 4.1724 -0.5274 -0.033
C -3.9999 2.8474 -0.8305 -0.245
C -2.8685 2.1047 -0.4882 -0.178
C -1.8167 2.6591 0.3022 -0.074
C -0.6382 1.9549 0.7977 -0.700
C -1.9442 4.0540 0.6996 -0.194
C -2.9953 4.8233 0.2526 -0.225
H -4.8914 2.3430 -1.2449 0.232
H -2.8630 1.0865 -0.8647 0.221
H -0.6842 1.6924 1.8486 0.225
H 0.2627 2.5762 0.6315 0.182
H -1.1059 4.4472 1.2540 0.208
H -3.0483 5.9192 0.4392 0.238
N -6.1412 -0.9693 1.0050 -0.653
N -6.4758 -1.1948 -0.3718 -0.666
H -5.1427 -0.7340 1.0873 0.317
H -6.1788 -1.8960 1.4776 0.336
H -5.6806 -1.6596 -0.8434 0.317
H -6.6623 -0.2741 -0.7576 0.350

Record 5
54
Properties=species:S:1:pos:R:3:nbo_charge:R:1 method="wB97M-V/def2-TZVPD" s2=3.835 mol_weight_da=663.671 multiplicity=4 charge=+2 homo_ev="-13.3 / -13.9" gap_ha="0.282 / 0.218"
Mn 0.2960 0.2375 0.5034 0.714
C 3.1235 0.6040 -1.6742 -0.675
C 3.2949 0.3195 -0.2232 0.103
N 2.3096 0.1337 0.6300 -0.552
C 2.7695 -0.2441 1.8797 0.067
C 4.1171 -0.3032 1.9819 -0.397
S 4.8284 0.0903 0.4801 0.578
C 1.7324 -0.5306 2.8619 0.171
C 1.8510 -0.8507 4.1701 -0.427
S 0.3055 -1.0741 4.8520 0.592
C -0.4387 -0.7396 3.3621 0.099
N 0.4227 -0.4681 2.3987 -0.552
C -1.9230 -0.7771 3.2388 -0.671
H 2.2573 1.2435 -1.8332 0.242
H 2.9611 -0.3318 -2.2128 0.264
H 4.0059 1.0876 -2.0879 0.255
H 4.7169 -0.5674 2.8374 0.272
H 2.7492 -0.9615 4.7550 0.273
H -2.3831 -0.8864 4.2183 0.258
H -2.2335 -1.6231 2.6251 0.255
H -2.2971 0.1379 2.7811 0.244
N -2.4136 1.0656 -1.9203 -0.741
C -2.3216 -0.2174 -1.6161 0.416
S -1.7371 -0.6970 -0.0201 -0.019
N -2.7316 -1.1426 -2.4544 -0.527
C -2.7259 -2.5745 -2.2216 0.065
C -1.8264 -3.3601 -2.9191 -0.166
C -1.8458 -4.7323 -2.7137 -0.201
C -2.7533 -5.2924 -1.8271 -0.171
C -3.6588 -4.4888 -1.1430 -0.188
C -3.6539 -3.1195 -1.3460 -0.214
H -2.1081 1.7649 -1.2591 0.439
H -2.8078 1.3788 -2.7951 0.422
H -3.0840 -0.8348 -3.3536 0.422
H -1.1206 -2.9082 -3.6034 0.226
H -1.1527 -5.3648 -3.2509 0.238
H -2.7638 -6.3633 -1.6772 0.238
H -4.3755 -4.9336 -0.4667 0.237
H -4.3612 -2.4736 -0.8418 0.228
C 0.7145 5.5408 -2.1070 -0.742
S 2.0243 5.7717 -0.8818 0.486
C 1.6160 4.8140 0.4777 -0.396
C 0.8970 3.6020 0.5813 -0.381
S 0.2217 2.6924 -0.6703 -0.159
S 0.8080 2.9718 2.1907 0.480
C 1.8678 4.0970 2.9882 -0.611
S 2.3230 3.9665 4.5286 0.197
S 2.3360 5.3964 1.9295 0.589
H 0.7528 6.4494 -2.7058 0.264
H -0.2499 5.4768 -1.6108 0.245
H 0.9012 4.6750 -2.7299 0.245
F 0.3916 -1.4191 -1.7760 -0.506
B 0.0945 -1.5377 -0.4687 0.956
F 0.2776 -2.6997 0.1394 -0.483

Record 6
48
Properties=species:S:1:pos:R:3:nbo_charge:R:1 method="wB97M-V/def2-TZVPD" mol_weight_da=450.973 smiles="Cc1nnc(SCC(=O)Nc2cc(S(C)(=O)=O)ccc2Cl)n1Cc1ccccc1" homo_ev=-8.6 gap_ha=0.333
C -2.1071 1.1146 -3.2046 -0.682
C -2.2676 0.1975 -2.0581 0.357
N -2.0096 -1.0814 -2.0816 -0.317
N -2.2747 -1.5963 -0.8643 -0.362
C -2.6939 -0.6130 -0.1102 0.176
S -3.2028 -0.7398 1.5499 0.294
C -2.1293 -2.1141 2.0971 -0.601
C -0.6985 -1.6084 2.0420 0.671
O -0.1970 -0.9611 2.9265 -0.587
N -0.0840 -1.9254 0.8591 -0.666
C 1.1034 -1.3242 0.4244 0.209
C 1.1139 -0.7088 -0.8243 -0.230
C 2.2384 -0.0503 -1.2681 -0.332
S 2.1334 0.8043 -2.8398 2.182
C 1.8159 -0.5089 -4.0477 -0.860
O 0.9720 1.6615 -2.8004 -0.972
O 3.3974 1.4186 -3.1311 -0.937
C 3.3856 0.0086 -0.5008 -0.194
C 3.4057 -0.6368 0.7228 -0.214
C 2.2792 -1.3090 1.1834 -0.051
Cl 2.3735 -2.1660 2.6662 0.057
N -2.7040 0.5588 -0.8113 -0.369
C -2.8323 1.8767 -0.2307 -0.247
C -1.6801 2.0876 0.7269 0.025
C -1.8994 2.1810 2.0943 -0.224
C -0.8300 2.2605 2.9683 -0.196
C 0.4659 2.2449 2.4833 -0.192
C 0.6893 2.1709 1.1196 -0.201
C -0.3776 2.0920 0.2420 -0.251
H -2.8932 1.8661 -3.2153 0.221
H -1.1357 1.6102 -3.1528 0.273
H -2.1474 0.5351 -4.1226 0.247
H -2.3153 -2.9766 1.4611 0.246
H -2.4249 -2.3055 3.1271 0.260
H -0.7091 -2.2211 0.1051 0.440
H 0.2308 -0.7327 -1.4432 0.251
H 1.8031 -0.0551 -5.0310 0.255
H 2.6219 -1.2265 -3.9714 0.244
H 0.8580 -0.9601 -3.8235 0.249
H 4.2400 0.5500 -0.8741 0.250
H 4.2958 -0.6316 1.3315 0.236
H -2.8072 2.6076 -1.0415 0.231
H -3.7896 1.9448 0.2940 0.219
H -2.9100 2.1778 2.4764 0.210
H -1.0104 2.3173 4.0306 0.216
H 1.2996 2.2870 3.1671 0.216
H 1.6964 2.1669 0.7293 0.215
H -0.1872 2.0313 -0.8199 0.233